{
  "formula": "CH3ClFOP",
  "method": "the ωB97M-V functional and the def2-TZVPD basis",
  "gap_ev": 11.32,
  "homo_energy_ha": -0.3842,
  "de_lowest_ev": 1.704,
  "energy_ha": -1016.60001,
  "spin_multiplicity": 1,
  "species": ["C", "O", "P", "F", "Cl", "H", "H", "H"],
  "positions_angstrom": [[-1.256, -0.207, 0.115], [0.033, -0.234, -0.452], [1.270, 0.369, 0.509], [1.514, 1.613, -0.538], [2.809, -0.795, -0.103], [-1.524, 0.831, 0.140], [-1.074, -0.748, 0.991], [-1.773, -0.829, -0.662]],
  "mulliken_charge": [-0.607, -0.226, 0.449, -0.262, -0.173, 0.270, 0.352, 0.197]
}